Entry 1:
Entry from OMol25: C17H17Cl2CuNO as an isolated structure in a non-equilibrium geometry (ωB97M-V/def2-TZVPD).

The calculated total energy comes out at -3348.738127 Eh. Its orbital gap (alpha / beta) is 6.75 / 6.56 eV. The expectation value of S² is 0.76. The spin multiplicity is 2. As for the maximum force: 2.37 eV/Å. The LUMO energy (alpha / beta) comes out at -0.274 / -0.464 eV.

Each line ends with the Löwdin spin population.
Positions of all 39 atoms, in Å:
C (0.8550, -1.1509, -2.2236)  0.11
C (0.1354, 2.0152, -2.5172)  0.00
C (-0.5731, -1.2585, -2.3867)  0.58
H (1.3723, -2.1060, -2.4267)  0.04
C (-1.1141, 1.8224, -2.0852)  0.01
H (0.7024, 2.8877, -2.1567)  0.00
H (-1.0191, -1.9618, -1.6783)  0.03
H (-1.5035, 2.4628, -1.2866)  0.00
C (-1.5133, -0.5228, -3.2221)  0.10
H (-2.4106, -1.1703, -3.3437)  0.01
H (-1.1918, -0.3587, -4.2620)  0.01
C (1.6491, -0.0767, -3.0075)  0.00
H (2.1187, -0.5761, -3.8740)  0.00
H (2.4815, 0.2458, -2.3595)  0.00
C (0.8750, 1.1602, -3.5069)  0.00
H (0.2307, 0.8683, -4.3455)  0.00
H (1.6278, 1.8308, -3.9440)  0.00
C (-2.0865, 0.7958, -2.5890)  0.05
H (-2.7048, 1.2796, -3.3623)  0.00
H (-2.7556, 0.4947, -1.7630)  0.00
Cu (1.0292, -1.9802, 0.3597)  0.02
H (1.1188, -1.0494, -1.0407)  0.04
Cl (-1.6221, -3.9382, 4.0065)  0.00
C (-0.8491, -2.4222, 3.9370)  0.00
C (-0.5459, -1.7023, 5.0941)  0.00
C (0.0194, -0.4288, 5.0249)  0.00
Cl (0.4280, 0.3986, 6.4776)  0.00
C (0.2548, 0.2216, 3.7766)  0.00
C (0.7083, 1.5497, 3.6444)  0.00
C (0.9512, 2.0663, 2.3874)  0.00
C (0.8162, 1.2281, 1.2512)  0.00
N (0.4585, -0.0674, 1.3537)  0.01
C (0.0851, -0.5512, 2.5713)  0.00
C (-0.3314, -1.9513, 2.6763)  0.00
O (-0.0911, -2.7767, 1.7101)  0.00
H (-0.7528, -2.1323, 6.0679)  0.00
H (0.8622, 2.1457, 4.5436)  0.00
H (1.2598, 3.1002, 2.2545)  0.00
H (1.0256, 1.6085, 0.2443)  0.00

Entry 2:
Entry from OMol25: C40H92Br12Cl6N5O7V as an isolated structure in a non-equilibrium geometry (ωB97M-V/def2-TZVPD).

The calculated total energy comes out at -36972.925188 Eh. Its orbital gap is 6.35 eV. The energy relative to the best compared isomer or geometry (same formula, charge and spin) comes out at 0.00 kJ/mol. As for the maximum force: 4.91 eV/Å. The LUMO energy comes out at -0.819 eV.

Each line ends with the Mulliken charge.
Positions of all 163 atoms, in Å:
O (11.4969, 18.8524, 25.3231)  -0.63
V (10.0837, 19.6214, 25.0618)  1.00
O (9.5087, 19.0776, 23.6878)  -0.57
C (12.7706, 21.7040, 21.5732)  0.11
C (13.0354, 20.9134, 22.8706)  2.85
C (14.5610, 20.7750, 23.0505)  0.23
C (15.1889, 22.0659, 23.5260)  -0.14
C (14.5662, 22.5278, 24.8383)  -1.32
C (13.0073, 22.6258, 24.7636)  2.26
N (12.4222, 21.4580, 24.0585)  1.12
O (11.0158, 21.4583, 24.0885)  0.36
C (12.7196, 23.9718, 24.0749)  0.16
C (12.5584, 22.7044, 26.2300)  -0.75
C (12.5783, 19.4717, 22.6375)  -0.76
H (13.2706, 21.3634, 20.6672)  0.11
H (12.9986, 22.7603, 21.7350)  -0.71
H (11.6902, 21.7188, 21.4066)  -0.74
H (15.0653, 20.5152, 22.1211)  -1.40
H (14.7764, 20.0225, 23.8144)  -0.03
H (15.0228, 22.8448, 22.7746)  -0.02
H (16.2740, 21.9770, 23.6322)  0.13
H (14.9750, 23.5032, 25.1171)  -0.07
H (14.8826, 21.9017, 25.6793)  0.18
H (13.1208, 24.7491, 24.7415)  -0.08
H (11.6746, 24.2420, 23.9200)  -0.12
H (13.3078, 24.2324, 23.1922)  -0.73
H (11.4867, 22.5538, 26.3398)  -0.96
H (12.9274, 23.6482, 26.6202)  0.44
H (12.9843, 21.8642, 26.7783)  0.12
H (12.9310, 19.0430, 21.6934)  0.21
H (11.5015, 19.3706, 22.4679)  -0.11
H (12.8387, 18.8214, 23.4689)  -0.74
Br (13.9142, 23.3757, 29.2912)  -0.08
C (13.1905, 24.8139, 30.3894)  -0.43
C (13.9483, 24.8704, 31.7278)  -0.71
Br (13.2015, 26.1666, 32.9652)  -0.18
H (12.1257, 24.6373, 30.5178)  0.38
H (13.3017, 25.7331, 29.8197)  0.28
H (15.0262, 24.9082, 31.5961)  0.43
H (13.7759, 23.8921, 32.1764)  0.37
Br (14.3366, 19.4482, 18.2875)  -0.05
C (15.9907, 20.2325, 18.9728)  0.06
C (17.2152, 19.4478, 18.5596)  -0.43
Br (17.5672, 19.9246, 16.6351)  -0.17
H (15.8200, 20.3828, 20.0362)  -0.64
H (16.1564, 21.2336, 18.5752)  0.83
H (17.0632, 18.3740, 18.6124)  0.33
H (18.0907, 19.7195, 19.1401)  0.14
Br (11.0061, 24.3997, 20.7136)  -0.09
C (9.5140, 23.1557, 21.0550)  -0.04
C (8.6494, 23.7652, 22.1104)  -0.33
Br (7.2283, 22.5081, 22.5973)  -0.20
H (9.8782, 22.1932, 21.4099)  -0.18
H (8.9996, 23.0165, 20.1083)  0.54
H (8.2662, 24.7412, 21.8180)  0.53
H (9.2007, 23.9312, 23.0337)  -0.04
Br (11.5210, 28.1304, 29.6421)  -0.13
C (11.0877, 27.6053, 27.8331)  -0.40
C (10.9299, 26.0981, 27.7362)  -0.13
Br (9.4161, 25.5308, 28.8817)  -0.19
H (11.9702, 27.8933, 27.2613)  0.21
H (10.2412, 28.1851, 27.4808)  0.43
H (11.7814, 25.5404, 28.1143)  -0.20
H (10.7118, 25.7348, 26.7344)  0.33
Br (12.6844, 15.8188, 23.5485)  -0.17
C (10.8091, 15.7934, 22.9033)  0.64
C (10.1798, 14.4207, 23.0208)  -0.61
Br (8.2867, 14.5385, 23.6635)  -0.23
H (10.8079, 16.0696, 21.8517)  -0.52
H (10.2900, 16.5466, 23.4867)  0.08
H (10.6617, 13.7254, 23.7006)  0.39
H (10.0401, 13.9053, 22.0759)  0.33
Br (15.0194, 28.9949, 26.0936)  -0.18
C (15.8563, 27.9140, 24.6882)  -0.47
C (15.8415, 26.4286, 25.0552)  -0.53
Br (16.7471, 26.1260, 26.7626)  -0.11
H (16.8554, 28.3180, 24.5561)  0.46
H (15.3118, 28.0586, 23.7576)  0.32
H (16.3766, 25.8821, 24.2806)  0.42
H (14.8235, 26.0626, 25.1401)  0.16
C (13.3056, 15.6382, 17.7157)  -1.03
C (13.0776, 15.0319, 19.0956)  -0.02
C (13.8237, 15.8100, 20.1630)  0.44
O (15.2347, 15.7524, 20.0173)  -0.51
C (15.8596, 16.8530, 20.6465)  0.01
N (11.6544, 14.9783, 19.4462)  -0.49
H (12.5508, 15.3191, 16.9893)  0.34
H (14.2853, 15.3918, 17.3096)  0.35
H (13.1108, 16.7099, 17.8168)  0.01
H (13.5669, 14.0516, 19.1156)  0.43
H (13.6093, 15.3452, 21.1334)  -0.08
H (13.4842, 16.8496, 20.2488)  -0.27
H (16.9312, 16.8481, 20.4374)  0.27
H (15.7241, 16.8435, 21.7306)  0.26
H (15.5094, 17.7855, 20.1880)  -0.21
H (11.3039, 14.4307, 18.6619)  0.35
H (11.1738, 15.8835, 19.3885)  0.05
C (7.7701, 22.8769, 27.1804)  -0.98
C (8.8808, 22.0298, 26.5733)  0.68
C (9.6841, 21.3314, 27.6857)  -0.86
O (10.6705, 20.4571, 27.1735)  0.16
C (11.5855, 19.9941, 28.1601)  -0.49
N (8.3599, 20.9149, 25.7556)  -0.33
H (7.2129, 23.4344, 26.4257)  0.40
H (8.2365, 23.6673, 27.7749)  -0.19
H (7.1151, 22.3645, 27.8872)  0.41
H (9.5509, 22.6680, 25.9976)  -0.29
H (9.0553, 20.8516, 28.4469)  0.65
H (10.2184, 22.1163, 28.2391)  0.40
H (11.0349, 19.4810, 28.9518)  0.39
H (12.2692, 20.7971, 28.4246)  0.18
H (12.1637, 19.1810, 27.7245)  -0.11
H (7.7206, 21.4106, 25.1337)  0.12
H (7.7866, 20.4188, 26.4398)  0.34
C (9.2593, 19.5901, 19.2054)  -1.66
C (9.5703, 18.1224, 18.9851)  0.42
C (9.5440, 17.6588, 17.5312)  -0.87
O (10.6348, 18.3138, 16.9015)  -0.19
C (10.7613, 17.9048, 15.5577)  -0.98
N (10.8906, 17.8417, 19.6101)  0.47
H (8.2563, 19.8709, 18.8654)  0.52
H (9.9604, 20.2678, 18.7120)  0.34
H (9.3170, 19.7892, 20.2783)  0.36
H (8.8355, 17.5520, 19.5652)  0.42
H (8.5886, 17.8900, 17.0558)  0.55
H (9.7058, 16.5770, 17.6105)  0.37
H (9.9015, 18.2634, 14.9831)  0.33
H (10.9379, 16.8397, 15.3820)  0.34
H (11.6506, 18.3988, 15.1586)  0.27
H (11.1065, 18.5584, 20.2873)  -0.45
H (11.5251, 18.0826, 18.8447)  -0.15
C (20.3537, 17.2278, 19.3743)  -1.31
C (20.8378, 18.4485, 20.1366)  0.62
C (20.1136, 18.7194, 21.4492)  -0.98
O (18.7644, 18.9982, 21.2022)  0.03
C (18.0006, 19.4077, 22.3347)  -0.19
N (22.3137, 18.3950, 20.3165)  -0.72
H (19.2863, 17.2735, 19.1436)  0.12
H (20.5263, 16.3254, 19.9744)  0.37
H (20.8333, 16.9742, 18.4264)  0.39
H (20.6641, 19.2863, 19.4534)  0.26
H (20.6554, 19.5933, 21.8369)  0.28
H (20.2581, 17.9417, 22.2083)  0.34
H (18.1648, 18.7169, 23.1613)  0.44
H (16.9409, 19.4639, 22.0878)  -0.49
H (18.2880, 20.4535, 22.4809)  0.29
H (22.5943, 17.4258, 20.2257)  0.30
H (22.6602, 18.8824, 19.5002)  0.31
C (14.4779, 25.4009, 20.4793)  0.21
Cl (15.0528, 25.9551, 22.0487)  -0.09
Cl (15.8775, 24.9519, 19.4928)  -0.16
H (13.7959, 24.5663, 20.5915)  -0.46
H (14.0216, 26.2683, 20.0139)  0.38
C (14.9643, 18.5156, 26.2668)  1.44
Cl (14.8372, 18.4499, 28.0166)  -0.19
Cl (16.2723, 17.4292, 25.7183)  -0.19
H (14.0484, 18.3135, 25.7113)  -0.36
H (15.2142, 19.5279, 25.9550)  -0.71
C (18.7009, 21.7311, 25.9069)  0.22
Cl (19.2605, 22.4714, 24.4131)  -0.18
Cl (18.4506, 22.9331, 27.1774)  -0.14
H (17.7876, 21.1578, 25.7730)  -0.30
H (19.4659, 21.0438, 26.2559)  0.39

Entry 3:
Entry from OMol25: C3H7N as an isolated structure in a non-equilibrium geometry (ωB97M-V/def2-TZVPD).

The calculated total energy comes out at -173.100712 Eh. Its orbital gap is 9.52 eV. The energy relative to the best compared isomer or geometry (same formula, charge and spin) comes out at 371.16 kJ/mol. As for the maximum force: 3.85 eV/Å. The LUMO energy comes out at 0.717 eV.

Each line ends with the natural charge from an NBO analysis.
Positions of all 11 atoms, in Å:
C (-1.5030, 0.0880, 0.0297)  -0.52
C (-0.5898, -0.6006, 0.7260)  -0.01
N (0.9003, -0.1648, 0.7580)  -0.62
C (1.3152, 0.0808, -0.6444)  -0.43
H (-2.3638, -0.3337, -0.4745)  0.22
H (-1.5203, 1.1632, 0.1987)  0.21
H (-0.6954, -1.4079, 1.4447)  0.20
H (0.1960, 0.5628, 0.9911)  0.37
H (1.1205, 1.1210, -0.9120)  0.18
H (2.3907, -0.0602, -0.7126)  0.20
H (0.7496, -0.4486, -1.4046)  0.19

Q: Which of these has the highest calculated total energy?
A: C3H7N

Q: Number 2 is which compound?
A: C40H92Br12Cl6N5O7V

Q: Which formula does entry 1 have?
A: C17H17Cl2CuNO

Q: Among the records above, which one has the lowest maximum force?
A: C17H17Cl2CuNO